Below is a 10-piece molecular cluster, C41H47Cl6F5O6 overall in a non-equilibrium geometry, with properties calculated with ωB97M-V/def2-TZVPD.

Structure (XYZ):
```
105
Properties=species:S:1:pos:R:3:forces:R:3
C 1.273 3.829 5.094 -0.3 -0.3 -0.4
Cl 2.170 4.988 4.089 -0.2 -0.2 0.0
Cl 1.022 4.453 6.705 0.1 0.1 0.6
H 0.268 3.647 4.714 0.3 0.2 -0.4
H 1.823 2.888 5.108 0.0 0.3 0.2
C -4.558 -1.378 -8.281 0.0 0.3 0.4
Cl -5.059 -1.977 -6.652 0.1 0.2 -0.9
Cl -4.711 0.421 -8.361 0.2 -0.9 0.0
H -3.529 -1.705 -8.428 -0.1 0.4 0.1
H -5.165 -1.791 -9.087 -0.2 0.0 0.5
C -4.805 4.451 2.931 -0.1 -0.8 -0.3
Cl -5.779 5.379 4.100 0.7 0.0 -0.6
Cl -5.855 3.236 2.126 0.3 0.1 0.2
H -4.339 4.971 2.094 -0.5 0.8 0.5
H -3.999 3.929 3.447 -0.4 0.0 0.2
C -10.016 -2.964 -0.042 0.2 -0.9 -1.0
C -10.292 -3.459 1.337 -0.6 0.8 1.4
O -10.955 -4.731 1.404 1.4 0.2 -0.2
C -12.196 -4.863 1.034 -2.7 2.8 -1.1
O -12.994 -3.969 0.672 2.0 -2.0 0.8
O -12.468 -6.132 1.141 -0.2 -1.2 -0.1
C -13.753 -6.659 0.867 -0.8 -0.2 0.5
H -9.414 -3.721 -0.544 0.1 0.0 -0.3
H -9.467 -2.025 -0.125 -0.1 0.0 0.5
H -10.960 -2.880 -0.581 0.1 0.1 0.0
H -10.928 -2.736 1.848 -0.1 0.0 0.1
H -9.426 -3.627 1.977 0.2 0.1 -0.4
H -14.448 -6.447 1.679 0.2 0.0 0.3
H -13.572 -7.734 0.837 -0.3 0.1 -0.3
H -14.282 -6.275 -0.005 0.7 0.0 -0.4
C 3.851 0.297 -0.794 -0.6 0.6 -1.4
C 2.473 0.723 -0.200 2.0 -1.4 1.2
O 1.520 0.806 -1.239 1.0 0.3 -0.5
C 0.343 1.328 -1.007 -2.4 0.6 1.8
O -0.033 1.917 0.017 0.8 -1.0 -2.2
O -0.425 0.997 -2.064 -0.3 0.6 -0.2
C -1.820 1.443 -2.156 1.1 0.1 1.2
H 3.781 -0.716 -1.192 0.0 -0.1 0.2
H 4.789 0.407 -0.251 -0.6 -0.1 0.9
H 4.063 0.915 -1.666 -0.2 0.2 -0.2
H 2.581 1.572 0.476 -0.5 0.4 -0.5
H 2.195 -0.132 0.417 -0.4 0.2 0.3
H -1.903 2.506 -1.932 0.2 0.1 -0.4
H -2.372 0.970 -1.344 -0.2 -0.4 -0.4
H -2.144 1.178 -3.163 0.0 0.0 0.3
F -2.494 7.739 -1.351 0.4 0.8 0.2
C -1.722 8.785 -0.903 0.0 -0.2 -0.2
C -2.237 10.074 -0.884 0.7 0.4 0.5
C -1.423 11.092 -0.325 -0.5 -1.3 0.1
C -0.159 10.794 0.171 -0.9 0.3 -0.4
C 0.359 9.505 0.056 -0.1 0.6 -0.4
C -0.424 8.491 -0.490 -0.2 0.2 0.3
H -3.238 10.294 -1.225 0.0 -0.1 -0.1
H -1.807 12.088 -0.162 -0.2 0.0 -0.3
H 0.329 11.631 0.647 0.6 -0.3 0.0
H 1.401 9.387 0.316 0.0 -0.5 0.2
H -0.083 7.467 -0.537 0.1 0.0 -0.1
F -2.466 -3.664 0.019 -0.3 0.1 -0.4
C -1.667 -3.854 1.065 1.0 -1.3 1.3
C -0.963 -5.099 1.188 -0.9 1.4 0.0
C -0.102 -5.267 2.251 -0.4 1.0 0.4
C 0.085 -4.203 3.172 -0.2 -0.6 -0.1
C -0.726 -3.072 3.152 1.0 -1.0 -1.2
C -1.599 -2.898 2.064 0.2 0.2 0.4
H -1.148 -5.908 0.496 0.0 0.1 -0.2
H 0.338 -6.242 2.404 0.4 0.1 0.0
H 0.871 -4.294 3.907 -0.1 -0.1 0.3
H -0.537 -2.308 3.892 -0.4 0.1 0.0
H -2.184 -1.990 2.058 -0.2 0.0 -0.4
F 5.870 -1.243 5.088 -0.3 -0.1 0.3
C 6.670 -2.305 5.262 1.6 -0.5 -0.4
C 7.905 -2.287 4.616 -0.6 0.4 -0.2
C 8.814 -3.328 4.743 -0.9 0.4 0.4
C 8.430 -4.434 5.493 -0.4 -0.3 -0.3
C 7.125 -4.519 6.026 1.6 0.5 0.5
C 6.321 -3.396 6.034 -1.1 0.2 -0.5
H 8.097 -1.444 3.969 0.2 0.1 0.0
H 9.768 -3.184 4.257 0.2 -0.5 0.1
H 9.134 -5.244 5.619 -0.1 -0.2 0.0
H 6.825 -5.385 6.596 0.0 -0.1 0.0
H 5.364 -3.394 6.534 -0.1 -0.1 0.1
F 11.302 -6.254 -1.419 0.4 -0.4 0.2
C 10.238 -6.691 -0.728 -0.8 0.3 0.8
C 10.300 -7.717 0.202 0.1 -1.3 0.2
C 9.152 -8.190 0.874 -0.7 2.8 -0.9
C 7.965 -7.407 0.693 1.3 -1.8 0.1
C 7.938 -6.359 -0.212 -0.3 0.2 1.5
C 9.081 -5.960 -0.865 -0.2 0.1 -0.8
H 11.246 -8.194 0.409 0.2 -0.1 -0.2
H 9.162 -8.965 1.626 0.3 -0.1 -0.2
H 7.107 -7.680 1.289 -0.2 0.1 -0.1
H 7.058 -5.733 -0.171 -0.1 0.1 -0.5
H 9.074 -5.089 -1.503 0.1 0.0 -0.1
F 4.190 5.019 -6.341 -0.1 0.0 -0.3
C 2.989 5.580 -6.570 -1.2 0.7 0.3
C 2.864 6.740 -7.327 0.3 0.9 0.2
C 1.652 7.433 -7.417 0.2 -1.3 0.5
C 0.528 6.899 -6.772 -0.6 -0.5 -0.8
C 0.570 5.677 -6.120 2.9 -0.4 -0.1
C 1.867 5.047 -5.976 -1.8 0.1 0.0
H 3.743 7.216 -7.735 0.2 -0.2 -0.2
H 1.588 8.320 -8.029 0.0 0.1 0.1
H -0.460 7.300 -6.946 0.0 0.5 0.1
H -0.312 5.171 -5.758 0.0 0.2 0.2
H 1.948 4.125 -5.419 0.1 -0.1 0.1
```
Forces are in eV/Å.

Computed properties:
HOMO level: -0.3389 hartree
E_tot: -5302.33101 hartree
Orbital gap: 9.36 eV
LUMO level: 0.005 Ha
Net charge: 0


Below is C31H30N10O2OsS2Si as an isolated structure, with properties calculated with ωB97M-V/def2-TZVPD.

Structure (XYZ):
```
77
Properties=species:S:1:pos:R:3:forces:R:3
Os -0.233 0.160 -0.619 0.1 -0.1 -0.2
S -6.690 -1.650 2.884 0.0 0.0 -0.1
N -5.736 -0.369 3.082 0.0 0.0 0.0
C -4.727 -0.505 2.236 -0.1 0.0 0.0
C -3.631 0.429 2.067 0.0 0.0 0.0
C -3.498 1.624 2.773 0.0 0.0 0.0
C -2.423 2.443 2.495 0.0 0.0 0.0
C -1.503 2.055 1.529 0.0 0.0 0.0
N -1.610 0.909 0.863 0.0 0.0 0.0
C -2.660 0.103 1.120 0.0 0.0 0.0
C -2.729 -1.117 0.337 0.0 -0.1 0.0
N -1.713 -1.333 -0.541 0.1 0.0 0.0
C -1.761 -2.429 -1.311 0.0 0.0 0.0
C -2.802 -3.341 -1.241 0.0 0.0 0.0
C -3.830 -3.140 -0.340 0.0 0.0 0.0
C -3.795 -2.008 0.470 0.0 0.0 0.0
C -4.810 -1.684 1.454 0.0 0.0 0.0
N -5.878 -2.417 1.724 0.0 0.0 0.0
H -4.240 1.892 3.513 0.0 0.0 0.0
H -2.289 3.384 3.010 0.0 0.0 0.0
H -0.660 2.678 1.263 0.0 0.0 0.0
H -0.932 -2.554 -1.994 0.0 0.0 0.0
H -2.799 -4.197 -1.899 0.0 0.0 0.0
H -4.658 -3.831 -0.255 0.0 0.0 0.0
N 1.471 -8.258 -2.938 0.0 -0.1 0.0
C 1.717 -6.963 -2.839 0.0 0.1 0.0
C 2.265 -6.254 -3.959 0.0 -0.1 0.1
C 2.539 -4.922 -3.841 0.0 0.0 0.0
C 2.270 -4.265 -2.632 0.0 0.1 0.0
C 1.725 -4.943 -1.520 0.0 0.0 0.0
C 1.443 -6.270 -1.612 0.0 -0.1 -0.1
S 2.796 -2.556 -2.435 0.1 -0.5 0.0
O 3.525 -2.555 -1.202 0.0 0.1 0.1
O 3.445 -2.214 -3.663 -0.1 0.1 0.0
N 1.333 -1.867 -2.232 -0.1 0.3 -0.1
C 1.187 -0.659 -1.786 -0.1 -0.2 0.1
N 2.603 0.565 -3.990 -0.1 0.0 0.0
C 1.418 1.107 -4.456 0.1 0.0 0.0
C 0.436 1.889 -3.964 0.0 -0.1 0.0
C 0.059 2.415 -2.655 0.1 0.1 0.0
N 0.051 1.815 -1.542 -0.1 0.0 0.0
H 1.670 -8.769 -3.789 0.0 0.0 0.0
H 1.102 -8.787 -2.159 0.0 0.0 0.0
H 2.468 -6.788 -4.879 0.0 0.0 0.0
H 2.975 -4.364 -4.658 0.0 0.0 0.0
H 1.561 -4.402 -0.597 0.0 0.0 0.0
H 1.037 -6.818 -0.771 0.0 0.0 0.0
H 1.327 0.912 -5.518 0.0 0.0 0.0
H -0.229 2.247 -4.742 0.0 0.0 0.0
H -0.349 3.432 -2.684 0.1 0.0 0.0
C 3.612 0.353 -5.040 0.0 0.0 0.0
C 3.099 0.737 -2.698 0.1 0.0 0.0
C 4.262 1.392 -2.420 0.0 0.0 0.0
C 4.648 1.544 -1.074 0.0 0.0 0.0
C 3.845 1.139 -0.048 0.0 0.0 0.0
C 2.609 0.514 -0.332 0.0 0.0 -0.1
N 2.382 0.199 -1.665 -0.1 0.0 0.2
N 1.625 0.214 0.504 0.0 0.0 0.1
Si 1.809 0.016 2.261 0.0 0.0 0.0
C 3.334 -1.008 2.587 0.0 0.0 0.0
C 0.295 -0.925 2.849 0.0 0.0 0.0
C 1.923 1.686 3.090 0.0 0.0 0.0
H 3.976 1.302 -5.440 0.0 0.0 0.0
H 3.160 -0.221 -5.846 0.0 0.0 0.0
H 4.437 -0.219 -4.631 0.0 0.0 0.0
H 4.838 1.835 -3.217 0.0 0.0 0.0
H 5.575 2.057 -0.852 0.0 0.0 0.0
H 4.103 1.342 0.980 0.0 0.0 0.0
H 3.331 -1.913 1.977 0.0 0.0 0.0
H 3.346 -1.312 3.636 0.0 0.0 0.0
H 4.268 -0.480 2.395 0.0 0.0 0.0
H -0.334 -1.263 2.023 0.0 0.0 0.0
H -0.324 -0.326 3.520 0.0 0.0 0.0
H 0.605 -1.815 3.400 0.0 0.0 0.0
H 2.908 2.138 2.956 0.0 0.0 0.0
H 1.755 1.597 4.166 0.0 0.0 0.0
H 1.186 2.387 2.697 0.0 0.0 0.0
```
Forces are in eV/Å.

Computed properties:
HOMO level (alpha / beta): -0.4270 / -0.4592 hartree
E_tot: -3073.36773 hartree
Orbital gap (alpha / beta): 6.41 / 3.79 eV
LUMO level (alpha / beta): -0.191 / -0.320 Ha
Net charge: +2
2S+1: 5


Below is C25H34AuN2O5 as an isolated structure, with properties calculated with ωB97M-V/def2-TZVPD.

Structure (XYZ):
```
67
Properties=species:S:1:pos:R:3:forces:R:3
Au -0.779 0.260 -0.013 0.2 0.2 -0.5
O -2.979 -3.369 1.567 0.1 0.0 0.0
C -2.192 -2.384 1.157 0.0 0.0 0.0
O -1.643 -2.332 0.089 0.0 0.0 0.0
C -2.144 -1.315 2.222 0.1 -0.1 0.0
O -1.117 -0.319 1.995 -0.1 -0.1 0.2
C -1.553 0.927 2.627 0.0 0.0 -0.1
C -2.586 1.589 1.703 0.0 0.1 -0.1
O -3.400 2.353 2.133 0.0 0.0 0.0
O -2.491 1.239 0.423 -0.1 -0.3 0.2
H -3.051 -4.032 0.861 0.0 0.0 0.0
H -1.948 -1.772 3.191 0.0 0.0 0.0
H -3.127 -0.838 2.250 0.0 0.0 0.0
H -0.666 1.545 2.744 0.0 0.0 0.0
H -1.977 0.712 3.605 0.0 0.0 0.0
C 1.320 2.951 1.301 0.0 0.0 0.0
C 2.495 2.133 0.761 0.1 0.0 0.0
C 3.784 2.952 0.872 0.0 0.0 0.0
C 2.612 0.773 1.440 -0.1 0.1 0.1
C 3.389 0.646 2.585 0.0 0.0 0.0
C 3.544 -0.577 3.218 0.0 0.0 0.0
C 2.927 -1.706 2.713 -0.1 0.0 0.0
C 2.113 -1.635 1.589 0.0 -0.1 0.0
C 1.507 -2.899 1.016 0.1 0.0 0.0
C 2.595 -3.752 0.355 0.0 0.0 0.0
C 0.775 -3.715 2.081 0.0 0.0 0.0
C 1.962 -0.388 0.972 0.1 0.1 -0.2
N 1.160 -0.290 -0.210 -0.2 -0.1 0.4
C 1.664 0.019 -1.379 -0.1 0.0 -0.2
C 0.795 0.458 -2.360 0.0 0.0 0.2
C 0.898 0.716 -3.724 0.1 -0.1 0.0
C -0.376 1.017 -4.153 -0.1 0.2 0.0
C -1.267 0.973 -3.057 0.0 -0.1 -0.1
N -0.538 0.633 -1.964 0.0 0.2 0.0
C -2.772 1.103 -3.184 0.0 -0.1 0.1
C -3.393 -0.226 -2.724 0.0 0.0 0.1
C -3.138 1.340 -4.654 0.0 -0.1 0.0
C -3.351 2.274 -2.385 0.1 0.2 0.0
H 1.309 3.944 0.851 0.0 0.0 0.0
H 1.397 3.073 2.384 0.0 0.0 0.0
H 0.358 2.489 1.066 0.0 0.0 0.0
H 2.314 1.985 -0.305 0.0 0.0 0.0
H 3.928 3.344 1.879 0.0 0.0 0.0
H 3.732 3.809 0.200 0.0 0.0 0.0
H 4.662 2.363 0.607 0.0 0.0 0.0
H 3.905 1.511 2.978 0.0 0.0 0.0
H 4.172 -0.651 4.096 0.0 0.0 0.0
H 3.089 -2.662 3.195 0.0 0.0 0.0
H 0.793 -2.617 0.242 0.0 0.0 0.0
H 3.302 -4.125 1.100 0.0 0.0 0.0
H 3.160 -3.179 -0.382 0.0 0.0 0.0
H 2.152 -4.612 -0.149 0.0 0.0 0.0
H 1.460 -4.066 2.853 0.0 0.0 0.0
H 0.312 -4.596 1.634 0.0 0.0 0.0
H 0.006 -3.130 2.586 0.0 0.0 0.0
H 2.733 -0.082 -1.531 0.0 0.0 0.0
H 1.797 0.650 -4.316 0.0 0.0 0.0
H -0.674 1.224 -5.165 0.0 0.0 0.0
H -3.048 -1.058 -3.341 0.0 0.0 0.0
H -4.479 -0.168 -2.800 0.0 0.0 0.0
H -3.139 -0.444 -1.684 -0.1 0.0 0.0
H -2.845 0.507 -5.294 0.0 0.0 0.0
H -2.685 2.256 -5.035 0.0 0.0 0.0
H -4.220 1.449 -4.730 0.0 0.0 0.0
H -3.218 2.170 -1.317 0.0 0.0 0.1
H -4.422 2.333 -2.583 0.0 0.0 0.0
H -2.903 3.219 -2.698 0.0 0.0 0.0
```
Forces are in eV/Å.

Computed properties:
HOMO level: -0.4217 hartree
E_tot: -1594.18059 hartree
Orbital gap: 6.52 eV
LUMO level: -0.182 Ha
Net charge: +1


Below is one molecule with the formula C5H9NO in a non-equilibrium geometry, with properties calculated with ωB97M-V/def2-TZVPD.

Structure (XYZ):
```
16
Properties=species:S:1:pos:R:3:forces:R:3
C -1.097 -0.987 0.635 0.0 0.0 0.1
C -0.259 0.151 0.026 -0.1 0.0 0.0
C -0.395 0.071 -1.504 0.1 0.0 -0.1
C 1.199 0.250 0.555 -0.3 0.3 0.1
O 2.037 -0.792 0.116 0.1 0.0 -0.1
C -0.787 1.448 0.501 -0.3 0.9 0.4
N -1.063 2.489 0.923 0.1 -0.9 -0.4
H -0.755 -1.955 0.256 0.0 0.2 0.1
H -1.054 -0.995 1.728 0.1 0.0 -0.1
H -2.145 -0.856 0.338 0.2 -0.1 0.1
H -1.453 0.179 -1.772 0.2 0.0 0.0
H -0.053 -0.905 -1.860 0.0 0.2 0.1
H 0.167 0.855 -2.019 0.0 -0.1 0.1
H 1.586 1.224 0.222 0.0 -0.2 0.0
H 1.134 0.279 1.655 0.1 0.0 -0.2
H 2.939 -0.455 0.200 -0.2 -0.3 -0.1
```
Forces are in eV/Å.

Computed properties:
HOMO level: -0.3990 hartree
E_tot: -325.89411 hartree
Orbital gap: 11.44 eV
LUMO level: 0.021 Ha
Net charge: 0


Below is C20H22BeN4O3 as an isolated structure in a non-equilibrium geometry, with properties calculated with ωB97M-V/def2-TZVPD.

Structure (XYZ):
```
50
Properties=species:S:1:pos:R:3:forces:R:3
Be -0.232 0.673 -0.401 -0.4 0.0 0.2
O 5.608 -4.465 0.688 0.6 -0.3 0.0
C 4.311 -4.427 0.411 -0.6 0.4 -0.1
O 3.705 -5.374 0.004 0.2 -0.1 0.1
C 3.600 -3.099 0.566 0.0 0.1 -0.2
C 2.367 -3.070 1.217 0.2 0.0 0.0
C 1.599 -1.923 1.220 0.1 0.3 0.0
C 2.062 -0.778 0.568 0.8 -1.2 0.0
C 3.305 -0.801 -0.073 -0.5 0.2 0.1
C 4.065 -1.954 -0.077 0.1 -0.3 0.2
N 1.273 0.377 0.479 -0.6 1.2 0.0
C 1.790 1.522 0.739 0.4 -0.7 0.4
C 1.036 2.692 0.377 -0.2 1.3 -0.1
C 1.348 3.980 0.799 -0.1 -0.6 -0.1
C 0.618 5.039 0.278 -0.2 -0.1 -0.2
C -0.393 4.767 -0.635 0.2 0.0 0.2
C -0.674 3.446 -0.961 -0.2 0.2 -0.1
N 0.023 2.427 -0.472 0.3 -0.1 0.1
H 5.968 -3.665 1.092 -0.2 0.0 0.0
H 2.026 -3.961 1.719 -0.1 -0.1 0.0
H 0.661 -1.898 1.753 -0.2 0.0 0.0
H 3.634 0.067 -0.626 0.1 0.1 -0.1
H 5.001 -1.975 -0.616 0.1 0.0 0.0
H 2.780 1.638 1.172 0.0 -0.2 0.1
H 2.128 4.130 1.527 0.2 0.1 0.0
H 0.850 6.052 0.569 0.0 0.1 0.0
H -0.959 5.565 -1.093 -0.1 0.0 0.0
H -1.473 3.210 -1.648 0.0 0.0 0.0
N -5.879 0.403 1.132 -0.3 0.0 0.1
C -4.589 0.410 0.822 0.6 0.0 -0.1
C -3.587 0.082 1.764 0.0 0.0 0.0
C -2.267 0.137 1.414 0.0 0.0 0.0
N -1.829 0.485 0.186 0.2 -0.1 -0.2
C -2.786 0.780 -0.721 -0.2 0.0 0.0
C -4.127 0.752 -0.470 0.0 0.0 0.1
H -6.187 0.161 2.059 -0.1 0.0 0.0
H -6.582 0.629 0.449 0.0 0.0 0.0
H -3.867 -0.213 2.763 0.1 0.0 0.1
H -1.500 -0.097 2.134 0.1 -0.1 0.2
H -2.436 1.053 -1.703 0.0 0.0 -0.2
H -4.830 0.993 -1.253 0.0 0.0 -0.1
C -0.966 -2.278 -1.279 0.0 0.3 -0.1
C -0.567 -1.320 -2.379 -0.5 -1.1 -0.3
O -0.066 -0.057 -1.856 0.0 0.2 -0.1
H -1.105 -3.264 -1.719 0.0 0.0 0.0
H -1.900 -1.988 -0.804 0.0 0.0 0.1
H -0.178 -2.355 -0.537 0.1 -0.1 0.1
H -1.421 -1.104 -3.029 0.2 0.1 0.0
H 0.228 -1.770 -2.975 0.0 0.2 0.0
H 0.414 0.364 -2.573 0.2 0.4 0.0
```
Forces are in eV/Å.

Computed properties:
HOMO level: -0.5364 hartree
E_tot: -1234.47096 hartree
Orbital gap: 7.22 eV
LUMO level: -0.271 Ha
Net charge: +2


Below is one molecule with the formula C5H15N2 in a non-equilibrium geometry, with properties calculated with ωB97M-V/def2-TZVPD.

Structure (XYZ):
```
22
Properties=species:S:1:pos:R:3:forces:R:3
C 1.072 -0.960 1.716 -1.0 -0.7 1.4
C -0.222 -0.126 1.675 0.4 0.4 1.0
C -1.307 -0.599 0.637 -0.2 2.2 -0.6
C -1.079 0.034 -0.810 0.3 0.5 -0.4
C 0.658 0.361 -2.713 -2.9 -1.3 -1.2
N 0.393 0.207 -1.254 1.7 -0.1 0.6
N 0.168 1.306 1.341 -0.4 -1.3 0.5
H 1.462 -1.139 2.738 -0.1 1.0 -0.1
H 1.818 -0.470 1.126 0.6 -0.5 -0.6
H 0.829 -2.006 1.536 0.3 0.0 -1.2
H -0.597 -0.115 2.747 -0.3 -0.3 -1.4
H -2.242 -0.065 0.891 0.2 -0.1 0.3
H -1.629 -1.644 0.663 0.9 0.0 -0.2
H -1.571 -0.442 -1.652 0.2 -1.3 0.2
H -1.614 0.988 -0.968 0.9 0.2 0.9
H 1.617 0.634 -3.099 0.6 0.6 0.8
H 0.470 -0.632 -3.160 0.1 0.1 0.2
H -0.180 0.958 -3.105 0.7 0.4 0.0
H 0.910 -0.678 -0.977 -0.2 -0.2 -0.2
H 1.016 0.922 -0.774 -1.5 -0.1 0.2
H 0.742 1.662 2.114 -0.4 -0.1 -0.4
H -0.714 1.804 1.329 0.1 0.6 0.1
```
Forces are in eV/Å.

Computed properties:
HOMO level (alpha / beta): -0.1035 / -0.3656 hartree
E_tot: -308.83424 hartree
Orbital gap (alpha / beta): 3.73 / 10.61 eV
LUMO level (alpha / beta): 0.033 / 0.024 Ha
Net charge: 0
2S+1: 2